This record from the OMol25 dataset describes a cluster of 5 separate species, C35H64F4NO14 in total at a distorted geometry. The level of theory is the ωB97M-V functional and the def2-TZVPD basis.

Computed properties:
LUMO level	-0.1352	Ha
frontier orbital gap	8.32	eV
E_HOMO	-0.4408	hartree
charge	+1

Structure (XYZ):
```
118
Properties=species:S:1:pos:R:3:forces:R:3
C 1.4981 1.9659 0.5666 -0.27 0.31 -0.10
C 2.6946 1.4667 0.9500 0.20 0.00 -0.23
C 3.6708 0.7029 0.0484 -0.79 0.41 0.87
C 4.7176 0.0957 0.9925 0.37 -0.48 0.16
C 5.8766 -0.5419 0.2507 -2.22 -0.86 1.62
O 6.7313 0.1118 -0.1440 3.47 2.78 -2.06
F 5.9372 -1.8463 0.0681 -0.89 -0.85 0.34
N 4.2797 1.6071 -0.9900 0.48 0.49 -0.30
C 3.3590 1.9508 -2.1309 0.25 0.26 -0.96
C 2.5848 0.7589 -2.6834 -0.60 -0.55 -0.20
C 1.4419 1.1694 -3.6216 -0.39 0.27 0.14
C 0.5238 2.2684 -3.0695 -0.16 0.19 0.14
C -0.8965 2.2401 -3.6586 -0.83 0.37 0.18
C -1.9278 1.5601 -2.7198 0.61 0.78 -0.25
C -2.1467 2.3403 -1.3994 0.66 -0.93 0.50
C -2.1302 1.3786 -0.1750 -0.73 1.08 0.15
C -3.4774 0.6734 0.0878 0.72 -0.44 -0.06
C -3.7754 -0.5176 -0.8668 -0.47 0.11 0.72
O 1.9942 -0.0120 -1.6325 0.30 0.91 0.34
C 2.9370 -0.4509 -0.6834 -0.03 -0.47 -0.39
C 2.2270 -1.4352 0.2784 0.19 -0.03 -0.21
C 0.7985 -1.7795 -0.1461 0.02 -0.24 0.67
C 0.7116 -2.6709 -1.3792 -0.44 0.93 0.97
F 0.2711 -3.8711 -1.0385 -0.28 -1.04 0.27
F 1.8754 -2.8500 -1.9819 0.97 -0.04 -0.63
F -0.1486 -2.1760 -2.2679 -0.12 0.56 -0.32
H 0.5621 1.6132 1.0081 0.25 1.36 1.29
H 1.3870 2.7704 -0.1603 -0.21 -1.30 -1.21
H 2.9810 1.5761 1.9998 -0.65 -1.65 0.21
H 4.2990 -0.6245 1.6992 -0.43 0.18 -0.32
H 5.1168 0.9110 1.6036 0.30 -0.18 -0.17
H 4.4986 2.4883 -0.5143 0.15 -0.16 0.00
H 5.1717 1.2724 -1.3775 -0.09 -0.31 0.27
H 3.9967 2.3282 -2.9392 -0.03 -0.01 0.18
H 2.7414 2.7927 -1.8251 -0.20 -0.35 0.16
H 3.2225 0.0691 -3.2621 0.30 0.29 0.28
H 1.8081 1.4635 -4.6112 0.18 -0.09 0.18
H 0.8328 0.2703 -3.7774 0.24 0.00 0.05
H 0.4290 2.1552 -1.9823 0.04 -0.12 -0.16
H 0.9520 3.2707 -3.2142 0.09 -0.23 -0.12
H -1.2657 3.2634 -3.8085 0.25 -0.07 -0.06
H -0.9484 1.7669 -4.6464 0.28 -0.01 0.14
H -1.5262 0.5644 -2.5024 -0.38 -0.04 -0.02
H -2.8806 1.5033 -3.2517 0.15 -0.42 0.02
H -1.3461 3.0703 -1.2067 -0.07 -0.07 -0.38
H -3.0755 2.9175 -1.4066 0.04 -0.14 -0.06
H -1.3010 0.6632 -0.2602 -0.19 -0.03 -0.14
H -1.9002 2.0021 0.7044 -0.09 -0.19 -0.06
H -3.4365 0.3073 1.1206 -0.15 -0.01 -0.15
H -4.2900 1.4051 0.0568 0.17 0.00 -0.04
H -4.7188 -0.3519 -1.3944 0.27 -0.04 -0.20
H -2.9749 -0.7217 -1.5774 -0.11 0.07 0.02
H -3.9364 -1.4154 -0.2601 0.11 0.01 -0.23
H 3.7090 -1.0242 -1.2377 -0.03 0.20 0.12
H 2.2055 -1.0641 1.3063 -0.07 0.10 -0.19
H 2.8201 -2.3558 0.2871 -0.13 0.09 0.14
H 0.1502 -0.9128 -0.2699 0.26 0.02 -0.16
H 0.3624 -2.3618 0.6724 0.03 0.06 -0.13
C -1.1903 -4.4908 -8.7650 0.24 0.03 0.19
C -2.4918 -4.7175 -8.0239 0.00 0.17 -0.51
O -2.2674 -5.2485 -6.7091 -0.08 0.04 0.20
C -1.8395 -4.3763 -5.7967 0.08 -0.08 -0.16
O -1.6393 -3.1991 -5.9730 -0.06 -0.14 0.09
O -1.6503 -5.0348 -4.6493 -0.08 0.02 -0.08
C -1.0981 -4.2332 -3.6041 -0.15 -0.21 -0.07
H -0.5986 -5.4076 -8.7859 -0.10 -0.04 -0.10
H -1.3843 -4.1703 -9.7888 -0.04 -0.04 0.01
H -0.5852 -3.7277 -8.2760 -0.10 0.06 -0.02
H -3.0872 -5.4614 -8.5509 0.00 -0.13 0.24
H -3.0870 -3.8055 -7.9668 0.11 0.03 0.16
H -1.6941 -3.3407 -3.4421 0.00 0.01 -0.18
H -0.0700 -3.9713 -3.8455 -0.06 0.09 -0.10
H -1.1075 -4.8309 -2.6999 -0.09 -0.21 -0.12
C -5.1997 -5.4217 -2.7955 -0.11 0.28 -0.04
C -5.6451 -6.3062 -1.6499 0.19 -0.19 -0.43
O -6.0757 -5.5323 -0.5207 -0.10 0.00 0.16
C -7.2837 -4.9731 -0.6313 0.08 0.04 -0.07
O -8.0299 -5.0724 -1.5713 0.08 0.00 0.17
O -7.5171 -4.2676 0.4811 0.05 -0.09 -0.07
C -8.7430 -3.5337 0.4595 -0.23 0.16 0.10
H -4.4343 -4.7184 -2.4602 0.09 -0.12 0.01
H -4.7955 -6.0229 -3.6106 0.04 -0.02 0.05
H -6.0287 -4.8313 -3.1850 -0.05 -0.11 0.00
H -4.8043 -6.9049 -1.3020 -0.06 0.10 0.24
H -6.4302 -6.9977 -1.9574 -0.12 0.15 0.04
H -9.5868 -4.1830 0.2339 0.06 0.01 -0.12
H -8.6817 -2.7245 -0.2678 -0.07 -0.09 -0.08
H -8.8817 -3.1081 1.4502 0.20 -0.09 0.03
C 3.0744 6.3616 5.3408 -0.06 0.14 -0.34
C 3.9608 5.1467 5.1676 -0.11 0.31 0.65
O 3.8571 4.6041 3.8356 0.14 -0.21 -0.26
C 4.4988 5.2754 2.8831 -0.18 0.15 0.43
O 5.1575 6.2694 3.0200 -0.03 -0.21 -0.19
O 4.2647 4.6490 1.7120 0.07 -0.20 -0.19
C 4.8144 5.3231 0.5791 0.10 0.13 -0.04
H 2.0444 6.1249 5.0678 0.00 -0.07 0.14
H 3.0974 6.7059 6.3742 0.00 -0.07 0.01
H 3.3968 7.1816 4.6994 0.10 -0.01 0.07
H 3.6312 4.3583 5.8432 -0.01 -0.17 -0.25
H 5.0000 5.3696 5.4099 0.02 0.03 -0.24
H 5.8787 5.5122 0.7088 -0.05 0.08 0.05
H 4.2823 6.2568 0.4024 0.11 0.03 0.01
H 4.6764 4.6737 -0.2871 -0.12 -0.06 0.08
C -0.2931 2.4075 10.3592 -0.07 0.13 -0.29
C 0.6019 1.2023 10.1586 -0.05 0.26 0.53
O 0.4898 0.6743 8.8260 0.13 -0.08 -0.20
C 1.1157 1.3622 7.8765 -0.14 0.06 0.23
O 1.7698 2.3639 8.0284 -0.02 -0.17 -0.13
O 0.8845 0.7567 6.7016 0.07 -0.01 0.04
C 1.4243 1.4528 5.5843 0.08 0.10 -0.27
H -1.3242 2.1648 10.0973 0.00 -0.07 0.13
H -0.2593 2.7396 11.3967 0.00 -0.06 0.00
H 0.0138 3.2381 9.7239 0.10 -0.01 0.06
H 0.2907 0.4007 10.8262 -0.01 -0.15 -0.24
H 1.6432 1.4307 10.3879 0.00 0.05 -0.20
H 2.4882 1.6485 5.7167 -0.05 0.10 0.08
H 0.8831 2.3866 5.4290 0.13 0.06 0.04
H 1.2914 0.8209 4.7080 -0.13 -0.14 0.15
```
Forces are in eV/Å.

Atomic partial charges in e from the Löwdin method, atoms 1 to 5:
1 C 0.09
2 C -0.08
3 C -0.33
4 C -0.01
5 C -0.51

***

This record from the OMol25 dataset describes a structure of composition C35H65BBr2EuN7OP2 at a distorted geometry. The level of theory is the ωB97M-V functional and the def2-TZVPD basis.

Computed properties:
spin multiplicity	7
<S²>	12.4519
LUMO level (spin up / spin down)	-0.2162 / -0.1881	Ha
frontier orbital gap (spin up / spin down)	6.39 / 7.19	eV
E_HOMO (spin up / spin down)	-0.4511 / -0.4522	hartree
charge	+2

Structure (XYZ):
```
114
Properties=species:S:1:pos:R:3:forces:R:3
Eu -0.5780 -0.3364 0.3341 -0.81 0.03 1.06
N -2.6149 -0.7594 -1.2781 0.29 0.43 -0.20
C -3.2788 -1.9997 -0.8487 -0.07 -0.16 -0.14
C -3.8692 -1.8614 0.5476 -0.11 -0.04 0.04
N -2.9521 -1.1430 1.4538 0.09 0.36 -0.03
C -2.7878 -1.7042 2.8063 -0.11 -0.03 0.16
C -1.4797 -2.4661 2.9325 -0.02 -0.07 0.09
N -0.3382 -1.5502 2.7221 0.31 0.14 0.14
H -2.2324 -0.8768 -2.2198 -0.11 0.00 0.21
H -3.2853 0.0070 -1.3764 0.01 -0.18 0.02
H -4.0617 -2.3101 -1.5489 0.04 0.00 0.07
H -2.5168 -2.7807 -0.8494 -0.07 0.06 0.03
H -4.8315 -1.3377 0.5069 0.09 -0.06 -0.05
H -4.0768 -2.8593 0.9454 0.04 0.08 -0.06
H -3.3080 -0.1962 1.5661 0.02 -0.29 -0.03
H -2.7992 -0.8715 3.5222 0.06 -0.15 -0.07
H -3.6313 -2.3527 3.0753 0.14 0.06 -0.04
H -1.4214 -2.9654 3.9069 -0.08 0.06 -0.10
H -1.4254 -3.2424 2.1645 -0.03 0.09 0.10
H -0.3144 -0.8754 3.4924 0.01 -0.27 -0.21
H 0.5379 -2.0766 2.7881 -0.33 0.16 -0.02
C -1.1593 -4.8608 -0.2572 0.03 0.06 0.11
C 0.3632 -4.8753 -0.1170 0.14 -0.11 -0.02
C 0.6952 -5.3834 1.2897 -0.05 0.05 0.01
C 0.8972 -5.8722 -1.1563 -0.05 0.08 0.03
P 0.9816 -3.1117 -0.3289 -0.09 0.25 -0.12
C 0.9360 -2.9027 -2.1745 -0.05 -0.57 -0.07
N 1.1410 -1.5242 -2.5203 0.16 0.32 -0.04
B 0.8981 -0.3621 -1.6971 0.78 -0.26 -0.74
N 1.6714 0.6842 -2.2870 -0.04 -0.12 -0.12
C 2.0270 1.9568 -1.7212 0.21 0.37 0.10
P 0.8089 2.4815 -0.4160 -0.04 -0.11 -0.14
C 0.0846 4.0359 -1.1810 0.21 0.11 0.03
C 1.1157 5.1471 -1.3930 -0.04 -0.04 0.04
C -1.0734 4.5861 -0.3524 -0.04 -0.09 0.11
C -0.5000 3.6109 -2.5293 -0.09 -0.08 0.00
C 1.8918 2.8711 1.0725 0.08 0.03 0.02
C 1.1435 3.7878 2.0446 -0.06 -0.05 -0.06
C 2.1152 1.5047 1.7384 -0.07 -0.04 0.00
C 3.2628 3.4984 0.7940 -0.10 -0.01 -0.12
C 2.3566 0.1782 -3.4026 -0.06 0.16 0.10
C 3.2481 0.7947 -4.2647 0.01 -0.05 -0.05
C 3.7860 0.0365 -5.2975 -0.04 0.11 0.08
C 3.4430 -1.2995 -5.4595 -0.04 -0.08 0.04
C 2.5530 -1.9202 -4.5932 -0.06 0.09 0.10
C 2.0181 -1.1658 -3.5589 -0.08 -0.15 0.08
C 2.7919 -3.0430 0.2022 0.06 -0.17 -0.13
C 3.5267 -1.8428 -0.4007 -0.13 0.03 0.04
C 2.8044 -2.8570 1.7199 -0.12 0.05 0.18
C 3.6177 -4.2800 -0.1602 -0.02 0.00 0.03
H -1.5348 -5.8658 -0.0809 -0.07 -0.15 0.02
H -1.4840 -4.5719 -1.2526 -0.01 0.06 -0.18
H -1.6282 -4.2039 0.4750 -0.05 0.01 -0.01
H 0.1988 -6.3379 1.4426 -0.09 -0.17 0.02
H 0.3399 -4.7057 2.0689 -0.04 0.02 0.02
H 1.7582 -5.5450 1.4415 -0.03 -0.03 0.02
H 0.4376 -6.8423 -0.9682 -0.04 -0.09 0.03
H 1.9686 -6.0101 -1.1045 0.15 0.00 -0.01
H 0.6339 -5.5934 -2.1750 -0.03 0.07 -0.05
H -0.0325 -3.2830 -2.5374 0.18 -0.01 0.09
H 1.7066 -3.5180 -2.6561 -0.09 0.06 0.14
H 2.0751 2.7212 -2.5026 -0.03 -0.04 0.09
H 3.0362 1.9033 -1.2924 -0.14 0.02 0.00
H 1.4348 5.5909 -0.4535 0.02 0.03 0.10
H 0.6675 5.9422 -1.9880 -0.07 0.06 -0.05
H 1.9992 4.8088 -1.9270 0.12 -0.06 -0.08
H -0.7917 4.8702 0.6576 -0.01 0.01 0.04
H -1.8877 3.8666 -0.3029 -0.10 -0.05 0.02
H -1.4631 5.4755 -0.8456 -0.02 0.09 -0.05
H 0.2527 3.4043 -3.2818 0.16 -0.06 -0.11
H -1.1212 4.4227 -2.9081 -0.03 0.06 -0.05
H -1.1362 2.7290 -2.4378 -0.03 -0.03 0.03
H 0.1095 3.4832 2.1995 -0.01 -0.01 0.00
H 1.1396 4.8170 1.6969 0.02 0.10 -0.05
H 1.6501 3.7764 3.0100 0.05 -0.02 0.08
H 1.1739 1.1068 2.1418 0.01 -0.02 -0.02
H 2.8072 1.5917 2.5782 0.03 0.05 0.03
H 2.5486 0.7795 1.0428 -0.01 -0.02 -0.02
H 3.1932 4.3930 0.1824 0.00 0.06 -0.05
H 3.9552 2.8105 0.3178 0.05 -0.11 -0.09
H 3.7131 3.7877 1.7421 0.04 0.03 0.13
H 3.5245 1.8305 -4.1444 0.04 0.12 0.01
H 4.4777 0.4940 -5.9878 0.06 0.04 -0.04
H 3.8743 -1.8651 -6.2718 0.01 -0.03 -0.05
H 2.2804 -2.9543 -4.7350 -0.01 -0.13 -0.03
H 3.0151 -0.8994 -0.2266 -0.12 0.12 0.02
H 3.6915 -1.9452 -1.4664 -0.02 -0.03 -0.28
H 4.5038 -1.7834 0.0800 0.07 0.03 0.00
H 2.3854 -1.8832 1.9943 0.04 0.02 -0.01
H 3.8352 -2.8679 2.0701 0.10 -0.01 0.06
H 2.2677 -3.6404 2.2570 0.07 0.08 0.00
H 3.6201 -4.4671 -1.2304 -0.01 -0.02 -0.15
H 3.2890 -5.1788 0.3517 0.04 -0.03 -0.02
H 4.6515 -4.0993 0.1352 0.07 0.00 0.02
Br -5.1094 2.0413 -1.4470 0.07 -0.03 -0.01
C -4.8406 2.2951 -3.3491 -0.23 0.18 -0.11
Br -3.2572 1.4552 -4.0315 0.02 -0.07 -0.02
H -4.7564 3.3658 -3.5207 -0.05 -0.20 0.03
H -5.7033 1.8627 -3.8511 0.17 0.11 0.08
N -3.9857 4.4760 5.4651 0.12 -0.16 0.24
C -3.9185 4.4559 4.1212 0.01 -0.17 -0.07
O -4.4651 5.2547 3.3993 -0.09 0.19 -0.17
C -3.0879 3.3545 3.4907 -0.02 -0.01 -0.09
C -2.0490 2.6859 4.1221 0.06 -0.09 -0.11
C -1.3148 1.7557 3.3999 -0.13 0.07 -0.07
N -1.5610 1.4637 2.1189 0.05 -0.11 0.12
C -2.5720 2.1081 1.5244 -0.09 0.14 0.07
C -3.3543 3.0544 2.1579 0.22 -0.11 0.11
H -4.5555 5.1852 5.8960 -0.03 0.03 0.02
H -3.6522 3.7188 6.0374 -0.06 0.11 -0.05
H -1.7683 2.9003 5.1431 0.01 0.00 0.05
H -0.4748 1.2539 3.8672 0.01 0.01 -0.01
H -2.7553 1.8723 0.4776 0.00 0.00 0.00
H -4.1360 3.5812 1.6348 -0.10 0.08 -0.05
```
Forces are in eV/Å.

Atomic partial charges in e from the Löwdin method, atoms 1 to 5:
1 Eu 1.55
2 N -0.08
3 C -0.24
4 C -0.18
5 N -0.14

***

- Which of these has the lowest charge?
  C35H64F4NO14